No. 1
A cluster of 2 separate species, C5H12NO in total at a distorted geometry. Source: the Open Molecules 2025 dataset; level of theory: ωB97M-V/def2-TZVPD.

Its total charge is +1. The calculation puts the LUMO energy at -5.2 eV. Its gap between HOMO and LUMO is 0.31669 Ha. For the total energy, the calculation gives -327.353058 Ha.

Element x y z (Å)
C: -1.720 2.502 -0.907
C: -0.787 1.541 -1.554
C: -0.003 0.593 -0.579
C: 0.419 -0.636 -1.026
N: 1.217 -1.380 0.034
C: 0.866 -2.656 0.357
H: -2.447 2.919 -1.629
H: -1.321 3.366 -0.350
H: -2.413 1.966 -0.236
H: 0.000 1.906 -2.319
H: -1.527 0.966 -2.343
H: 0.273 1.268 0.307
H: 0.256 -1.313 -1.848
H: 1.833 -0.803 0.577
H: 0.042 -3.298 0.084
H: 1.369 -3.002 1.289
H: 1.997 -1.713 3.539
H: 0.607 -0.954 3.604
O: 1.339 -1.271 3.001


No. 2
A structure of composition C11H12EuN2P at a distorted geometry. Source: the Open Molecules 2025 dataset; level of theory: ωB97M-V/def2-TZVPD.

The spin multiplicity is 7. The calculation puts the LUMO energy (spin up / spin down) at -0.4 / -0.3 eV. Its gap between HOMO and LUMO (spin up / spin down) is 0.17055 / 0.18880 Ha. As for the expectation value of S²: 12.326. For the total energy, the calculation gives -1587.263779 Ha.

Element x y z (Å)
C: -0.391 0.219 -2.385
C: -1.192 1.221 -1.731
C: -0.324 2.195 -1.100
C: 1.042 1.773 -1.369
C: 0.996 0.561 -2.156
Eu: 0.051 0.130 0.180
P: -0.062 -2.578 0.383
H: -0.759 -0.723 -2.831
H: -2.304 1.194 -1.628
H: -0.632 2.944 -0.327
H: 1.870 -0.064 -2.428
H: 1.958 2.199 -0.884
H: 1.186 -3.216 -0.082
H: -1.257 -3.182 -0.234
H: -0.152 -2.787 1.828
N: 2.891 0.042 6.000
C: 1.969 0.003 5.278
C: 0.833 -0.038 4.402
C: -0.504 -0.005 4.826
C: -1.604 0.005 3.985
C: -1.348 -0.023 2.618
N: -0.035 -0.118 2.354
C: 1.080 -0.087 3.053
H: -0.670 0.032 5.908
H: -2.648 0.058 4.294
H: -2.081 -0.008 1.789
H: 2.049 -0.126 2.490


No. 3
A structure of composition C10H24N3O4Zr at a distorted geometry. Source: the Open Molecules 2025 dataset; level of theory: ωB97M-V/def2-TZVPD.

Its total charge is +3. The calculation puts the LUMO energy at -13.5 eV. Its gap between HOMO and LUMO is 0.05386 Ha. For the total energy, the calculation gives -906.083255 Ha.

Element x y z (Å)
Zr: -0.302 -3.084 3.892
C: 0.558 -2.339 -2.152
O: 0.209 -2.843 -0.847
H: -0.013 -2.907 -2.886
H: 0.228 -1.368 -2.522
H: 1.618 -2.440 -2.386
C: 4.801 -5.850 -7.950
O: 3.734 -5.410 -8.419
N: 5.652 -5.133 -7.207
C: 6.840 -5.670 -6.566
C: 5.468 -3.705 -7.069
H: 5.090 -6.899 -8.118
H: 6.634 -6.460 -5.844
H: 7.353 -4.940 -5.939
H: 7.624 -5.872 -7.296
H: 6.377 -3.293 -6.631
H: 5.239 -3.172 -7.992
H: 4.620 -3.522 -6.409
C: -5.616 0.786 3.004
O: -4.612 0.141 3.333
N: -6.489 1.326 3.849
C: -7.595 2.170 3.354
C: -6.400 1.277 5.267
H: -5.894 1.120 1.993
H: -7.708 3.002 4.050
H: -8.547 1.639 3.353
H: -7.490 2.580 2.350
H: -6.003 2.242 5.581
H: -7.327 1.233 5.839
H: -5.714 0.514 5.635
C: 0.872 3.425 2.919
O: 0.815 2.312 3.432
N: 0.754 4.562 3.611
C: 0.218 5.785 3.057
C: 0.883 4.585 5.013
H: 1.011 3.693 1.860
H: 0.580 6.730 3.462
H: -0.857 5.964 3.083
H: 0.556 5.952 2.034
H: 1.336 3.712 5.482
H: 1.587 5.355 5.327
H: -0.090 4.805 5.452